Run one
DFT (wB97M-V/def2-TZVPD) results for an isolated molecule of C19H21NO3.

Atoms and positions in Å:
C 1.4228 -0.4769 3.2398
C 0.0501 -0.0511 2.8117
C -1.0332 -0.2000 3.6647
C -2.2925 0.2068 3.2657
C -2.5183 0.7611 2.0156
C -3.9001 1.1975 1.5911
C -4.4288 2.2988 2.5119
C -4.8600 0.0061 1.5630
C -1.4264 0.9056 1.1486
O -1.6922 1.4683 -0.0773
C -0.7214 1.4058 -1.0880
C -0.5602 -0.0285 -1.6397
N 0.7757 -0.2772 -2.1098
C 1.2785 0.2734 -3.2708
O 0.6825 0.9633 -4.0479
O 2.5810 -0.0994 -3.3961
C 2.9013 -0.8742 -2.3162
C 4.1022 -1.4739 -2.0096
C 4.1501 -2.2151 -0.8358
C 3.0375 -2.3478 -0.0172
C 1.8270 -1.7456 -0.3278
C 1.7766 -0.9983 -1.4894
C -0.1602 0.5022 1.5568
H 1.4130 -1.5133 3.5745
H 1.7618 0.1361 4.0743
H 2.1384 -0.3788 2.4268
H -0.8890 -0.6327 4.6437
H -3.1221 0.0861 3.9456
H -3.8255 1.6036 0.5794
H -5.3953 2.6506 2.1580
H -4.5488 1.9323 3.5286
H -3.7395 3.1398 2.5288
H -4.9842 -0.4172 2.5569
H -5.8360 0.3204 1.2000
H -4.4808 -0.7717 0.9037
H 0.2481 1.7849 -0.7398
H -1.0797 2.0725 -1.8747
H -0.7826 -0.7462 -0.8468
H -1.2564 -0.1843 -2.4673
H 4.9579 -1.3690 -2.6550
H 5.0730 -2.6996 -0.5583
H 3.1118 -2.9352 0.8851
H 0.9680 -1.8582 0.3140
H 0.6927 0.6218 0.9063

highest occupied orbital energy = -8.424 eV
LUMO level = 0.026 Eh
SMILES string = Cc1ccc(C(C)C)c(OCCn2c(=O)oc3ccccc32)c1
gap between HOMO and LUMO = 9.12 eV

---

Run two
DFT (wB97M-V/def2-TZVPD) results for an isolated molecule of C19H21NO3.

Atoms and positions in Å:
C -6.6827 -0.9293 0.5289
O -5.4477 -1.5810 0.3551
C -4.3397 -0.8239 0.1313
C -3.1456 -1.5286 -0.0296
C -1.9620 -0.8464 -0.2638
C -0.7153 -1.5790 -0.4206
N 0.3789 -0.9796 -0.6148
C 1.5966 -1.7021 -0.7316
C 2.5402 -1.3651 0.4608
O 3.5963 -2.2975 0.5300
C 4.6346 -2.0422 -0.3898
C 5.3327 -0.7207 -0.0768
C 4.3202 0.3795 0.0818
C 4.7011 1.7118 -0.0239
C 3.7832 2.7266 0.1655
C 2.4690 2.4158 0.4769
C 2.0810 1.0948 0.5877
C 2.9969 0.0700 0.3811
C -1.9558 0.5491 -0.3416
C -3.1379 1.2476 -0.1769
O -3.2517 2.6039 -0.2234
C -2.0820 3.3605 -0.4284
C -4.3328 0.5598 0.0592
H -7.4128 -1.7206 0.6914
H -6.6675 -0.2661 1.3996
H -6.9624 -0.3553 -0.3602
H -3.1683 -2.6050 0.0336
H -0.7863 -2.6758 -0.3602
H 2.0773 -1.3850 -1.6626
H 1.4554 -2.7966 -0.7460
H 1.9700 -1.5215 1.3853
H 4.2462 -2.0263 -1.4176
H 5.3237 -2.8841 -0.2908
H 5.8856 -0.8231 0.8622
H 6.0476 -0.4766 -0.8647
H 5.7300 1.9475 -0.2568
H 4.0916 3.7579 0.0761
H 1.7503 3.2066 0.6368
H 1.0609 0.8388 0.8274
H -1.0144 1.0327 -0.5364
H -2.3991 4.4021 -0.4143
H -1.3521 3.1911 0.3693
H -1.6206 3.1336 -1.3944
H -5.2270 1.1486 0.1791

highest occupied orbital energy = -8.435 eV
LUMO level = 0.022 Eh
SMILES string = COc1cc(/C=N/C[C@H]2OCCc3ccccc32)cc(OC)c1
gap between HOMO and LUMO = 9.04 eV

---

It turns out run one is the most stable, with the second structure 196.4 kJ/mol higher.

---

Run one
DFT (wB97M-V/def2-TZVPD) results for the ion C3H4NO3 with charge +1.

Atoms and positions in Å:
C 1.2670 0.0145 -0.5615
N 0.6842 -1.1614 -0.0043
O 1.2407 -2.1736 0.0707
O -0.4357 -0.9189 0.6313
C -1.0268 0.7432 0.6389
C -2.2285 0.7000 0.0592
O -3.1509 0.7401 -0.6135
H 2.2283 -0.2548 -1.2374
H 1.6887 0.4944 0.3423
H 0.6097 0.7091 -1.1066
H -0.8767 1.1075 1.7808

highest occupied orbital energy = -15.519 eV
LUMO level = -0.239 Eh
SMILES string = C[N+](=O)OC=C=O
gap between HOMO and LUMO = 9.03 eV
net charge = +1

---

Run two
DFT (wB97M-V/def2-TZVPD) results for a cluster of 2 separate species, C3H4NO3 in total.

Atoms and positions in Å:
C -1.4421 -1.0362 0.7855
C -1.6489 0.2512 -0.0354
C 2.2658 0.9210 -0.7700
N 1.6706 0.0873 -0.1044
O -0.4173 -1.1930 1.3598
O 2.6640 1.8188 -1.4072
O -0.6527 0.7770 -0.4175
H -2.2265 -1.7627 0.7425
H -2.6921 0.6271 -0.2690
H 1.9388 -0.7883 0.1975
H 0.5403 0.2977 -0.0818

highest occupied orbital energy = -15.390 eV
LUMO level = -0.215 Eh
gap between HOMO and LUMO = 9.54 eV
net charge = +1

---

It turns out run two is the most stable, with the second structure 507.5 kJ/mol higher.

---

Run one
DFT (wB97M-V/def2-TZVPD) results for an isolated molecule of C20H19N5O3.

Atoms and positions in Å:
C -2.7294 1.4275 1.8011
N -1.5880 1.4822 0.9289
C -0.5617 2.3550 0.9700
O -0.5473 3.3153 1.8886
C 0.6325 4.1202 1.8812
C 1.8498 3.3149 2.2441
C 2.9343 3.1948 1.3855
C 4.0075 2.4075 1.7683
C 3.9475 1.7626 2.9948
N 2.9164 1.8637 3.8158
C 1.8987 2.6189 3.4486
N 0.3524 2.1533 0.0390
C -0.1060 1.0801 -0.6486
C -1.3075 0.6343 -0.1308
C -2.0127 -0.4788 -0.6754
O -3.0795 -0.9283 -0.2953
N -1.3247 -1.0278 -1.7640
C -1.9345 -2.2005 -2.3996
C -1.3875 -3.4740 -1.8092
C -0.3266 -4.1334 -2.4153
C 0.1866 -5.2898 -1.8541
C -0.3535 -5.7937 -0.6830
C -1.4068 -5.1353 -0.0709
C -1.9221 -3.9796 -0.6307
C -0.1223 -0.6053 -2.3078
O 0.3722 -1.1520 -3.2706
N 0.4866 0.4826 -1.7128
C 1.7478 0.9785 -2.2161
H -3.2699 2.3745 1.7711
H -3.3727 0.6196 1.4572
H -2.4097 1.2360 2.8267
H 0.7591 4.5698 0.8909
H 0.4362 4.8973 2.6245
H 2.9299 3.7029 0.4326
H 4.8674 2.2909 1.1270
H 4.7568 1.1324 3.3388
H 1.0734 2.6706 4.1480
H -3.0092 -2.1270 -2.2211
H -1.7170 -2.1473 -3.4675
H 0.0992 -3.7305 -3.3216
H 1.0099 -5.7996 -2.3329
H 0.0466 -6.6977 -0.2470
H -1.8295 -5.5244 0.8441
H -2.7418 -3.4612 -0.1557
H 2.4808 0.9888 -1.4098
H 2.0689 0.3161 -3.0173
H 1.6216 1.9930 -2.5948

highest occupied orbital energy = -8.172 eV
LUMO level = 0.020 Eh
SMILES string = Cn1c(OCc2cccnc2)nc2c1c(=O)n(Cc1ccccc1)c(=O)n2C
gap between HOMO and LUMO = 8.72 eV

---

Run two
DFT (wB97M-V/def2-TZVPD) results for an isolated molecule of C20H19N5O3.

Atoms and positions in Å:
O 4.4395 8.3142 2.0502
C 3.6663 7.4582 2.4627
O 3.0344 7.4838 3.7239
C 3.3656 6.4168 1.5052
C 3.7585 6.4927 0.2346
C 3.4557 5.4949 -0.7180
N 2.6621 4.4919 -0.4088
C 2.1219 4.4688 0.8390
C 1.2850 3.2956 1.2708
C 0.8927 2.2900 0.4146
N 0.0474 1.5258 1.1615
C -0.7957 0.4462 0.5779
C -1.7196 -0.1815 1.7137
C -1.9855 -1.5697 1.1149
N -0.8540 -1.8397 0.2416
C -0.8649 -2.9730 -0.5787
O 0.1533 -3.2675 -1.2527
C -2.1928 -3.8237 -0.7933
C -2.0964 -5.0437 -1.7042
C -1.1728 -6.1538 -1.5501
C -1.2072 -7.2185 -2.4722
C -2.0688 -7.2743 -3.5152
C -3.0731 -6.2307 -3.6085
C -3.0995 -5.1837 -2.7083
C 0.0811 -0.6791 0.2023
N 0.0346 1.9975 2.4360
N 0.7546 3.1003 2.5019
C 2.4893 5.3861 1.7870
H 2.3776 6.7589 3.7313
H 4.4096 7.3139 -0.2089
H 3.8692 5.6202 -1.6985
H 1.0668 2.1389 -0.6862
H -1.2882 0.9503 -0.2727
H -2.6082 0.3460 1.8991
H -1.1624 -0.2970 2.7214
H -2.0784 -2.3027 1.9308
H -2.9505 -1.4780 0.5992
H -2.8356 -3.1113 -1.2511
H -2.6481 -4.1386 0.2067
H -0.3720 -6.1908 -0.8480
H -0.6168 -8.0613 -2.5352
H -2.1184 -8.0779 -4.2069
H -3.7768 -6.1946 -4.4014
H -3.7719 -4.3429 -2.7830
H 0.3205 -0.5187 -0.8701
H 0.8579 -0.8507 0.9302
H 2.2145 5.2127 2.8153

highest occupied orbital energy = -9.002 eV
LUMO level = -0.013 Eh
SMILES string = O=C(O)c1ccnc(-c2cn([C@@H]3CCN(C(=O)Cc4ccccc4)C3)nn2)c1
gap between HOMO and LUMO = 8.65 eV

---

It turns out run one is the most stable, with the second structure 385.0 kJ/mol higher.

---

Run one
DFT (wB97M-V/def2-TZVPD) results for an isolated molecule of C11H19NO2.

Atoms and positions in Å:
C 2.1890 -0.6020 3.0229
C 1.4327 0.6168 2.2767
C 1.0662 1.6387 3.3371
C 0.1766 0.1910 1.5466
C 0.1511 0.5101 0.1730
C -0.8457 0.1439 -0.7365
C -2.0731 -0.3381 -0.4005
C -3.0362 -0.7587 -1.3984
O -3.9421 -1.7185 -0.9137
C 1.4409 1.1887 -0.0966
C 2.3493 0.4956 -1.1741
C 1.4014 2.5380 -0.5278
N 2.2376 1.3354 1.1974
O 3.6194 1.0731 1.1710
H 1.4341 -1.1136 3.5797
H 2.6187 -1.2924 2.2514
H 2.9020 -0.2511 3.7557
H 0.7402 1.1180 4.2094
H 0.2966 2.3492 2.9879
H 1.9281 2.1918 3.5484
H -0.6706 -0.2555 2.1591
H -0.6323 0.2892 -1.8207
H -2.2296 -0.3302 0.6140
H -3.7812 -0.0049 -1.8064
H -2.5467 -1.2199 -2.2853
H -4.5685 -1.8345 -1.6129
H 3.3963 0.8637 -1.3220
H 1.7299 0.5674 -2.0732
H 2.4551 -0.4915 -0.9418
H 2.3736 2.9315 -0.7108
H 0.9657 3.2810 0.1860
H 0.7554 2.6223 -1.4296
H 4.1290 1.7286 0.6969

highest occupied orbital energy = -7.852 eV
LUMO level = 0.013 Eh
SMILES string = CC1(C)C=C(/C=C/CO)C(C)(C)N1O
gap between HOMO and LUMO = 8.19 eV

---

Run two
DFT (wB97M-V/def2-TZVPD) results for an isolated molecule of C11H19NO2.

Atoms and positions in Å:
C -3.8633 0.7079 -0.9886
C -2.3638 0.6863 -0.9845
C -1.7623 -0.8326 -0.9224
C -2.0048 -1.5322 0.4314
C -1.5457 -0.7944 1.6844
C 0.0465 -0.5988 1.8607
C 0.5795 0.3718 0.7253
C 1.5294 0.1836 -0.2407
C 2.2515 -1.0317 -0.5363
O 3.5209 -1.1615 -0.5809
O 1.3607 -2.0299 -0.7684
C 2.1000 1.5180 -0.6612
N 1.1951 2.6248 0.0040
C 0.5577 1.8611 1.1239
H -4.1143 -0.2102 -1.5615
H -4.3249 1.5591 -1.5139
H -4.2272 0.6316 0.0565
H -2.0385 1.1287 -1.9542
H -1.9449 1.3174 -0.1851
H -2.3945 -1.3551 -1.6721
H -0.7240 -0.7751 -1.1971
H -3.1676 -1.5923 0.4629
H -1.6242 -2.5619 0.5418
H -1.7926 -1.3173 2.6138
H -1.9596 0.2509 1.7113
H 0.2241 -0.0293 2.8326
H 0.5564 -1.6352 1.7214
H 0.4546 -1.7218 -0.4602
H 1.9820 1.4163 -1.7520
H 3.2417 1.5195 -0.4289
H 0.4741 2.9695 -0.6925
H -0.4436 2.4625 1.1991
H 1.2575 1.8669 2.0928

highest occupied orbital energy = -9.215 eV
LUMO level = 0.017 Eh
SMILES string = CCCCCCC1=C(C(=O)O)CNC1
gap between HOMO and LUMO = 9.67 eV

---

It turns out run two is the most stable, with the second structure 215.2 kJ/mol higher.